<w>
C5H12O | ωB97M-V with the def2-TZVPD basis set

Each line ends with the natural charge from an NBO analysis.
Atoms and positions in Å:
O 1.199 -0.207 -2.110  -0.968
C -1.119 -1.199 0.321  -0.615
H 1.478 -1.586 0.878  0.203
H 1.095 1.450 0.945  0.196
C 1.727 -0.534 0.919  -0.467
C 0.788 0.410 0.828  -0.131
C -0.699 0.229 0.655  -0.272
H -0.717 -1.499 -0.651  0.221
H -2.209 -1.272 0.268  0.214
H -1.136 0.499 1.628  0.212
H -0.852 0.964 -1.367  0.228
H -0.964 2.252 -0.147  0.202
H -0.780 -1.919 1.072  0.207
H 2.761 -0.280 1.135  0.210
C -1.244 1.217 -0.380  -0.605
H -2.335 1.167 -0.418  0.209
H 1.512 0.662 -2.388  0.468
H 1.495 -0.354 -1.187  0.488

Properties
**Highest occupied orbital energy**: -9.90 eV

<x>
C5H12O | ωB97M-V with the def2-TZVPD basis set

Each line ends with the natural charge from an NBO analysis.
Atoms and positions in Å:
H 2.668 0.417 0.920  0.214
H 1.181 1.384 -1.529  0.205
C -1.900 -0.434 -0.031  -0.066
H -0.503 1.596 -1.220  0.203
H -2.499 -0.972 -0.765  0.166
H -2.088 0.636 -0.033  0.181
H -1.854 -1.654 1.468  0.453
H -0.190 -0.912 -1.269  0.203
C -0.412 -0.756 -0.211  -0.410
H 1.966 -1.108 0.866  0.203
H 0.231 0.596 1.244  0.206
H 0.680 2.474 -0.229  0.216
O -2.349 -0.841 1.287  -0.721
H -0.330 -1.728 0.290  0.190
C 0.532 0.352 0.253  -0.232
C 1.965 -0.163 0.316  -0.606
H 2.443 -0.419 -0.630  0.204
C 0.460 1.535 -0.727  -0.607

Properties
**Highest occupied orbital energy**: -10.24 eV

<x> is the most stable structure; the next one sits 2.6 kcal/mol above it.

<w>
C5H12O | ωB97M-V with the def2-TZVPD basis set

Each line ends with the natural charge from an NBO analysis.
Atoms and positions in Å:
H -0.026 0.424 -1.915  0.498
H -0.516 1.553 2.088  0.195
H -1.790 -1.970 -0.001  0.236
H 2.022 0.723 -1.095  0.204
C 1.960 -0.365 -0.931  -0.642
H 2.932 -0.666 -0.530  0.237
C 0.867 -0.724 0.045  -0.666
H -1.389 -1.118 1.511  0.243
C -1.630 -0.985 0.456  -0.676
H -1.517 1.876 0.661  0.200
H -2.535 -0.386 0.351  0.242
H 1.865 -0.850 -1.917  0.194
C -0.487 -0.358 -0.268  0.622
C -0.507 1.603 0.989  -1.075
H 0.962 -1.649 0.611  0.232
H 0.444 0.355 0.726  0.400
O -0.829 0.191 -1.423  -0.643
H 0.166 2.421 0.689  0.197

Properties
**Highest occupied orbital energy**: -6.70 eV

<x>
C5H12O | ωB97M-V with the def2-TZVPD basis set

Each line ends with the natural charge from an NBO analysis.
Atoms and positions in Å:
H -0.656 -2.235 0.435  0.199
H -0.799 3.128 0.036  0.470
H -1.555 -1.801 -1.029  0.208
H 1.612 -1.863 -0.663  0.198
H 1.931 -0.339 -1.513  0.210
H 1.561 0.679 0.623  0.211
H 0.541 -0.347 1.635  0.203
H -1.371 1.297 1.150  0.156
H -1.866 -0.942 0.487  0.202
H -0.411 0.387 -1.136  0.207
C 0.017 -0.386 -0.484  -0.227
C 1.150 -1.062 -1.255  -0.599
C 0.530 0.336 0.773  -0.414
C -0.303 1.564 1.101  -0.058
H -0.020 1.974 2.083  0.162
H 0.781 -1.506 -2.188  0.206
C -1.079 -1.394 -0.130  -0.604
O -0.062 2.511 0.072  -0.729

Properties
**Highest occupied orbital energy**: -10.24 eV

<y>
C5H12O | ωB97M-V with the def2-TZVPD basis set

Each line ends with the natural charge from an NBO analysis.
Atoms and positions in Å:
H 1.068 -1.935 0.186  0.217
H -0.882 0.685 -0.908  0.208
H -1.507 1.170 -2.499  0.209
C 2.467 -0.410 -0.466  -0.598
O -0.772 -0.558 1.180  -0.360
H 3.329 -1.068 -0.617  0.211
H 2.073 -1.271 1.470  0.202
H -2.392 -0.036 -1.517  0.214
C 0.389 -0.063 0.888  0.081
H 0.525 1.010 1.021  0.154
C 1.502 -1.001 0.566  -0.462
H 1.973 -0.262 -1.433  0.208
H -1.855 1.136 1.625  0.153
H -2.741 -0.565 1.603  0.174
C -1.861 0.055 1.540  -0.168
H 2.850 0.563 -0.134  0.202
C -1.792 0.876 -1.486  -0.855
H -2.374 1.674 -1.019  0.211

Properties
**Highest occupied orbital energy (spin up / spin down)**: -7.01 / -7.22 eV

<z>
C5H12O | ωB97M-V with the def2-TZVPD basis set

Each line ends with the natural charge from an NBO analysis.
Atoms and positions in Å:
H 2.185 0.358 -1.166  0.162
C 1.493 -1.422 0.566  0.005
C -1.030 0.281 -0.632  -0.406
H -3.079 0.387 -1.374  0.205
H -0.436 1.122 1.281  0.212
C -0.248 0.228 0.674  -0.636
H 3.177 1.245 0.112  0.186
H 0.934 0.635 0.363  0.233
H -2.817 1.229 0.162  0.202
O 2.458 -0.562 0.664  -0.388
H -0.698 1.153 -1.211  0.194
H 1.488 -2.190 1.332  0.181
H 1.050 -1.630 -0.407  0.159
C -2.541 0.344 -0.421  -0.600
C 2.359 0.560 -0.104  -0.299
H -0.606 -0.602 1.289  0.207
H -0.792 -0.597 -1.254  0.183
H -2.899 -0.537 0.127  0.199

Properties
**Highest occupied orbital energy (spin up / spin down)**: -7.68 / -7.68 eV

<x> is the most stable structure; the next one sits 81.6 kcal/mol above it.

<w>
C5H12O | ωB97M-V with the def2-TZVPD basis set

Each line ends with the natural charge from an NBO analysis.
Atoms and positions in Å:
H 2.172 0.322 1.682  0.208
C -0.842 -1.955 -0.166  -0.400
H -1.625 0.593 -2.281  0.159
C -0.114 -0.901 -0.525  -0.169
O -1.131 2.504 -1.602  -0.720
H 2.569 -1.072 2.722  0.212
C 1.799 -0.338 2.470  -0.855
H 0.208 1.131 0.092  0.219
H -1.316 2.888 -2.467  0.469
H -1.834 -1.837 0.268  0.191
C -0.559 0.529 -0.413  -0.463
H 1.561 0.254 3.357  0.213
H 0.876 -1.063 -0.955  0.195
H -0.475 -2.971 -0.286  0.201
H -1.476 0.605 0.183  0.211
C -0.808 1.140 -1.785  -0.047
H 0.092 1.023 -2.410  0.154
H 0.903 -0.854 2.116  0.221

Properties
**Highest occupied orbital energy**: -9.79 eV

<x>
C5H12O | ωB97M-V with the def2-TZVPD basis set

Each line ends with the natural charge from an NBO analysis.
Atoms and positions in Å:
H 2.524 2.108 2.087  0.207
H 0.413 -0.145 -1.492  0.157
O -0.013 0.935 0.226  -0.549
H -1.944 -0.755 0.352  0.205
C -1.611 -2.071 -1.338  -0.607
H 2.042 0.832 -0.045  0.165
C 1.564 1.608 1.917  -0.625
H 0.537 -1.053 0.029  0.155
H -2.660 -2.355 -1.466  0.214
H 1.594 0.625 2.400  0.206
C -1.490 -0.715 -0.646  -0.413
C -0.044 -0.274 -0.496  -0.047
H -2.033 0.054 -1.208  0.204
H 0.777 2.200 2.394  0.213
H 1.332 2.454 -0.061  0.172
H -1.123 -2.858 -0.751  0.202
C 1.282 1.470 0.429  -0.059
H -1.147 -2.059 -2.331  0.202

Properties
**Highest occupied orbital energy**: -9.61 eV

<y>
C5H12O | ωB97M-V with the def2-TZVPD basis set

Each line ends with the natural charge from an NBO analysis.
Atoms and positions in Å:
H -1.009 -1.606 3.307  0.215
C 1.602 0.791 0.034  -0.730
O -0.623 1.557 0.464  -0.552
H -1.450 -0.650 -0.604  0.229
H -0.365 -1.502 1.648  0.201
H 2.082 0.441 -0.885  0.219
H 0.375 -0.533 2.941  0.210
H -0.706 -0.577 -3.141  0.216
C -0.570 0.219 -2.400  -0.597
H 1.930 1.806 0.270  0.237
H 1.915 0.117 0.843  0.241
H -1.406 0.922 -2.461  0.220
C 0.092 0.746 -0.085  0.615
C -0.567 -0.937 2.564  -0.858
H 0.340 0.776 -2.655  0.203
H -1.246 -0.112 2.337  0.232
H 0.185 -1.222 -0.960  0.209
C -0.469 -0.345 -0.976  -0.512

Properties
**Highest occupied orbital energy**: -9.57 eV

<y> is the most stable structure; the next one sits 7.1 kcal/mol above it.

<w>
C5H12O | ωB97M-V with the def2-TZVPD basis set

Each line ends with the natural charge from an NBO analysis.
Atoms and positions in Å:
H -2.095 -0.241 1.398  0.202
C -1.699 -0.980 0.690  -0.601
H -2.538 -1.352 0.091  0.207
O 2.982 0.127 0.629  -0.728
H -0.245 -1.145 -0.874  0.187
C -0.617 -0.361 -0.194  -0.211
H -0.449 1.198 -1.721  0.205
H 0.263 0.928 1.308  0.200
C 1.829 0.464 -0.134  -0.061
H 1.818 -0.070 -1.098  0.157
H -1.302 -1.819 1.273  0.208
C 0.571 0.094 0.661  -0.422
H 1.868 1.539 -0.364  0.166
H 0.863 -0.728 1.325  0.217
C -1.196 0.773 -1.041  -0.609
H -2.040 0.425 -1.649  0.209
H -1.564 1.580 -0.393  0.202
H 3.551 -0.433 0.094  0.471

Properties
**Highest occupied orbital energy**: -10.14 eV

<x>
C5H12O | ωB97M-V with the def2-TZVPD basis set

Each line ends with the natural charge from an NBO analysis.
Atoms and positions in Å:
C 3.007 -0.174 0.074  -0.605
H -1.646 1.737 0.268  0.190
H 0.543 0.535 1.039  0.146
H -2.705 0.809 1.446  0.193
C -3.009 0.176 -0.576  -0.734
H -2.434 -0.820 -0.130  0.358
C 0.456 -0.013 0.091  -0.051
H 3.868 -0.853 0.006  0.212
H 1.620 -1.678 0.783  0.200
H 1.655 -1.476 -0.978  0.197
C -2.244 0.851 0.449  0.024
H 3.076 0.364 1.027  0.200
C 1.677 -0.940 -0.022  -0.413
O -0.817 -0.605 0.110  -0.697
H 3.116 0.558 -0.737  0.201
H -2.617 0.416 -1.570  0.219
H 0.553 0.733 -0.723  0.133
H -4.099 0.382 -0.558  0.226

Properties
**Highest occupied orbital energy**: -9.12 eV

<y>
C5H12O | ωB97M-V with the def2-TZVPD basis set

Each line ends with the natural charge from an NBO analysis.
Atoms and positions in Å:
C 0.803 -0.126 0.490  -0.294
O -0.371 0.321 -1.535  -0.401
H 0.429 1.252 2.131  0.218
C 1.198 -1.600 0.287  -0.599
H 0.438 -2.275 0.700  0.202
H 1.590 -0.039 2.514  0.212
C -1.411 0.727 -2.260  -0.198
H 1.598 0.497 0.062  0.211
H -1.589 2.019 -1.112  0.011
H -0.139 -0.402 2.428  0.201
H -1.151 0.807 -3.313  0.186
H 2.145 -1.816 0.796  0.210
C 0.664 0.195 1.978  -0.598
H -1.257 1.904 -0.314  -0.024
H -2.375 0.282 -2.014  0.163
H 1.323 -1.840 -0.774  0.215
C -0.473 0.236 -0.227  0.117
H -1.422 -0.143 0.163  0.168

Properties
**Highest occupied orbital energy**: -7.88 eV

<w> is the most stable structure; the next one sits 89.5 kcal/mol above it.

<w>
C5H12O | ωB97M-V with the def2-TZVPD basis set

Each line ends with the natural charge from an NBO analysis.
Atoms and positions in Å:
H 1.547 -2.020 0.823  0.203
H -1.909 1.613 2.098  0.475
H 0.911 0.553 0.681  0.214
H 2.373 -0.891 -1.223  0.210
H 1.772 0.614 -1.586  0.208
H -2.224 1.823 -0.040  0.169
O -1.082 1.492 1.636  -0.750
H -0.819 0.329 -1.454  0.200
C 1.412 -0.369 -1.244  -0.613
H 0.151 -1.527 1.773  0.217
H 0.102 -2.416 0.220  0.202
C -0.865 0.173 -0.380  -0.406
C -1.202 1.552 0.210  -0.057
C 0.579 -0.254 0.030  -0.238
H -1.694 -0.496 -0.142  0.204
C 0.555 -1.576 0.763  -0.606
H 0.831 -0.847 -2.025  0.202
H -0.439 2.246 -0.140  0.166

Properties
**Highest occupied orbital energy**: -10.10 eV

<x>
C5H12O | ωB97M-V with the def2-TZVPD basis set

Each line ends with the natural charge from an NBO analysis.
Atoms and positions in Å:
C -1.406 -0.299 -0.762  -0.444
H 1.698 1.075 -0.616  0.158
H -1.714 1.359 0.626  0.204
C 0.631 -1.654 -0.198  -0.386
H 3.369 0.895 -0.063  0.173
H -0.726 0.272 -1.408  0.204
C 2.356 1.159 0.261  -0.249
C -0.594 -1.227 0.105  -0.209
H -2.963 0.106 0.706  0.204
H 1.187 -2.334 0.441  0.213
H -2.934 1.239 -0.653  0.213
C -2.302 0.656 0.026  -0.601
H -1.073 -1.595 1.015  0.200
H 1.135 -1.325 -1.106  0.193
H 1.042 0.052 1.166  0.483
O 1.962 0.312 1.317  -0.735
H 2.367 2.210 0.576  0.164
H -2.035 -0.900 -1.432  0.214

Properties
**Highest occupied orbital energy**: -9.65 eV

<y>
C5H12O | ωB97M-V with the def2-TZVPD basis set

Each line ends with the natural charge from an NBO analysis.
Atoms and positions in Å:
H -2.038 0.366 0.750  0.190
C 0.688 -0.148 1.274  -0.401
O 0.888 -3.057 -3.309  -0.940
C 0.797 0.189 -0.210  -0.421
H -0.783 0.744 2.799  0.211
H -1.111 0.545 -1.259  0.198
H 0.820 -0.725 -0.833  0.213
H -0.174 2.042 -0.980  0.208
H -1.877 2.134 0.967  0.214
C -0.226 0.929 1.861  -0.412
H 1.690 -0.183 1.742  0.209
H 0.101 -2.494 -3.132  0.470
H 1.783 0.685 -0.304  0.207
C -1.308 1.195 0.824  -0.397
H 0.196 -1.123 1.458  0.194
H 0.583 -3.974 -3.124  0.470
H 0.414 1.818 2.019  0.194
C -0.440 1.059 -0.544  -0.409

Properties
**Highest occupied orbital energy**: -10.80 eV

<y> is the most stable structure; the next one sits 6.0 kcal/mol above it.

<w>
C5H12O | ωB97M-V with the def2-TZVPD basis set

Each line ends with the natural charge from an NBO analysis.
Atoms and positions in Å:
H -0.119 2.554 0.198  0.198
C -0.621 1.642 -0.160  -0.439
H -1.036 -2.429 -0.388  0.212
H 0.241 0.252 1.326  0.161
H -0.644 1.702 -1.255  0.209
H -2.591 0.734 0.005  0.207
H -2.039 1.527 1.488  0.201
O 1.317 0.248 -0.428  -0.401
H -0.177 -0.972 -0.123  0.218
C -2.045 1.600 0.394  -0.599
H 2.050 -1.230 0.807  0.159
H 0.290 -2.371 -1.550  0.212
C 0.039 -2.219 -0.498  -0.868
H 2.740 -1.081 -0.930  0.181
C 0.138 0.405 0.244  -0.061
H -2.600 2.504 0.124  0.212
H 0.564 -2.957 0.111  0.205
C 1.951 -0.871 -0.215  -0.006

Properties
**Highest occupied orbital energy**: -7.52 eV

<x>
C5H12O | ωB97M-V with the def2-TZVPD basis set

Each line ends with the natural charge from an NBO analysis.
Atoms and positions in Å:
C 0.274 -1.355 -1.023  -0.459
C -0.569 0.988 -0.795  -0.175
H 1.224 -0.799 -0.941  0.199
H -1.280 -0.875 0.120  0.193
H -1.156 2.251 0.868  0.234
C 0.594 -2.374 0.119  -0.618
H 0.692 -1.850 1.143  0.208
C -0.664 -0.349 -0.481  -0.196
H 0.233 -1.704 -2.060  0.227
O 1.360 1.534 2.111  -0.950
H -1.463 2.850 -0.767  0.206
H -2.529 1.775 -0.334  0.217
H 0.170 1.389 -1.488  0.199
C -1.530 2.033 -0.166  -0.652
H 1.074 0.932 1.375  0.479
H 2.319 1.646 1.997  0.469
H -0.282 -3.082 0.222  0.198
H 1.533 -3.010 0.101  0.221

Properties
**Highest occupied orbital energy**: -9.21 eV

<y>
C5H12O | ωB97M-V with the def2-TZVPD basis set

Each line ends with the natural charge from an NBO analysis.
Atoms and positions in Å:
H -2.062 0.712 -1.455  0.210
H -2.298 -0.210 1.186  0.202
C 1.814 0.281 -0.165  -0.055
H 1.660 1.279 -0.605  0.156
H -0.392 1.259 -1.648  0.206
C -1.785 -0.989 0.610  -0.601
H -1.299 1.677 -0.181  0.202
C 0.597 -0.138 0.644  -0.411
C -0.646 -0.390 -0.217  -0.216
H 0.382 0.626 1.404  0.202
O 2.939 0.279 0.695  -0.720
H 3.707 0.551 0.179  0.467
H -2.525 -1.471 -0.041  0.208
H -0.365 -1.125 -0.987  0.190
H 0.864 -1.057 1.181  0.210
H -1.423 -1.740 1.320  0.209
C -1.121 0.885 -0.921  -0.609
H 1.954 -0.429 -0.999  0.151

Properties
**Highest occupied orbital energy**: -10.28 eV

<y> is the most stable structure; the next one sits 44.8 kcal/mol above it.